Entry 1:
Molecular formula: C19H39B2Cl13IO4
Method: DFT, wB97M-V/def2-TZVPD

## Properties
Total charge   -1
Spin multiplicity   1
Energy   -7378.4415 hartree

Last column: Löwdin charge in e.
Cartesian coordinates (Å):
I: -0.46522 -2.40711 -0.37432  0.88
Cl: 2.64638 1.47209 3.24418  0.58
Cl: 4.33016 7.85476 -1.75917  0.51
Cl: -4.59017 2.19028 0.12490  0.55
Cl: 0.06001 -6.47006 1.16171  0.57
Cl: 0.61015 0.22295 -1.10071  0.45
Cl: 0.57266 -0.83721 4.59805  0.52
Cl: -7.60066 6.49290 2.71789  0.53
Cl: -4.88466 -3.38947 0.31851  0.53
Cl: 1.03270 7.76306 -2.66002  0.51
Cl: -8.57036 3.22191 2.82006  0.52
Cl: -5.41160 -4.62732 -2.81473  0.54
Cl: -1.87921 0.09995 0.24318  0.39
Cl: 1.46527 -3.72910 2.70273  0.53
O: 3.06793 -0.84520 -1.47537  0.04
O: 4.79708 3.58298 -1.11114  0.09
O: 2.82866 0.37524 -3.55471  -0.01
O: 3.07871 2.19985 -0.37573  0.13
C: -6.69416 5.08193 2.10328  -0.67
C: 4.76317 1.20079 -2.10274  0.02
C: 4.86221 -1.14837 -3.30189  -0.02
C: 1.76895 -0.51395 -3.41866  -0.23
C: 2.30765 -0.63699 4.93563  -0.67
C: -7.60143 4.01830 1.54785  -0.67
C: -5.42341 -2.48083 -1.11724  -0.67
C: 1.18240 -2.42954 -1.77524  -0.61
C: 1.66278 -4.88278 -1.62273  -0.16
C: 0.26987 -4.86477 3.37078  -0.66
C: 0.44962 -6.27877 2.88398  -0.67
C: 3.14453 6.56830 -1.38187  -0.65
C: 2.72842 0.80904 4.89365  -0.67
C: 2.19458 -3.47538 -1.33025  -0.31
C: -6.30350 -3.30625 -2.01838  -0.67
C: 1.83252 -0.99752 -1.93425  -0.73
C: 2.14603 6.37038 -2.48717  -0.65
C: -4.27958 0.88701 1.31320  -0.64
C: -2.81459 0.73357 1.62432  -0.63
B: 4.17466 2.31832 -1.18613  -0.66
B: 3.81379 -0.07336 -2.53330  -0.83
H: -8.28940 4.42662 0.81262  0.07
H: 5.71054 0.87206 -1.66075  0.09
H: 3.70615 5.64739 -1.23511  0.04
H: 0.80382 -2.69486 -2.75874  0.08
H: 5.74323 3.50350 -1.26007  0.09
H: 0.64513 -5.00405 -1.25870  -0.01
H: 2.10213 1.42225 5.53664  0.06
H: 3.76177 0.89691 5.22589  0.07
H: 5.02114 1.68973 -3.04865  0.10
H: -2.69685 0.02032 2.44015  0.07
H: 5.83690 -1.16561 -2.80796  0.03
H: 0.77510 -0.08419 -3.53497  0.09
H: -4.69379 -0.03387 0.91052  0.04
H: 2.26724 -5.64485 -1.13205  0.06
H: 2.33553 -3.41230 -0.25473  0.07
H: -5.98171 -1.61683 -0.75906  0.07
H: -6.08424 4.69797 2.91620  0.07
H: 2.49097 -1.04690 5.92779  0.07
H: 3.13456 -3.37719 -1.86777  0.10
H: -2.36994 1.67942 1.92692  0.07
H: 1.47102 -6.61902 3.03563  0.07
H: 3.17127 2.81079 0.36356  0.08
H: -6.70771 -2.67404 -2.80709  0.07
H: -7.12998 -3.74750 -1.46743  0.06
H: 4.43548 -2.15506 -3.32433  0.03
H: -4.53471 -2.12803 -1.63562  0.07
H: 2.63732 6.21753 -3.44348  0.07
H: 2.85628 -1.23089 4.20847  0.06
H: 1.83655 -1.36200 -4.12001  0.12
H: -4.83016 1.14813 2.21647  0.07
H: 1.53306 5.49828 -2.26880  0.08
H: -0.22243 -6.93510 3.43538  0.07
H: -6.03564 5.44360 1.31618  0.07
H: 0.39327 -4.84482 4.45312  0.07
H: 1.65487 -5.09454 -2.69318  0.07
H: -0.71807 -4.48082 3.12696  0.07
H: 5.03981 -0.77066 -4.31099  0.04
H: 2.65716 6.83151 -0.44682  0.07
H: -6.99799 3.24748 1.07566  0.02

---

Entry 2:
Molecular formula: C19H39BClN4O6PS
Method: DFT, wB97M-V/def2-TZVPD

## Properties
Total charge   0
Spin multiplicity   1
Energy   -2642.4128 hartree
SMILES string   NCCCC[PH](CCSc1nnco1)(CC(=O)Cl)B(N)O.CC(C)=O.CC(C)=O.CC(C)=O

Last column: Löwdin charge in e.
Cartesian coordinates (Å):
Cl: -8.56708 -3.46902 0.49736  0.56
S: -1.10626 0.86141 1.01035  1.01
P: -4.15620 -2.32135 0.16868  0.90
O: 0.68588 -1.22691 -0.77785  0.04
O: -1.68428 3.17956 2.12260  0.02
O: 9.29399 2.72496 -2.40626  0.06
O: -4.55068 -0.80001 -2.22962  0.12
O: 4.21571 2.20011 -1.44506  0.06
O: -7.28071 -1.63776 -0.83059  0.05
N: -4.97745 -1.40557 6.28562  -0.02
N: -3.88016 3.28375 2.18228  0.06
N: -3.50964 2.07079 1.59586  0.05
N: -3.26801 -2.83850 -2.58422  0.16
C: -5.49971 -1.95016 2.61754  -0.25
C: -4.92719 -1.20063 1.39999  -0.28
C: -2.21680 2.06678 1.57983  -0.70
C: 2.39783 -1.98668 0.67953  -0.02
C: 4.86756 3.20545 -1.61692  -0.49
C: -2.79220 3.88109 2.47489  -0.20
C: 10.92266 1.04838 -2.84185  -0.02
C: -5.60503 -1.03224 3.84272  -0.20
C: 10.29438 2.84945 -4.56078  -0.02
C: -2.36625 -1.58982 0.43455  -0.39
C: 4.21408 4.49422 -2.05582  -0.02
C: -7.10918 -2.65550 -0.25586  -0.84
C: -5.84378 -3.40012 -0.03678  -0.31
C: -2.21269 -0.14352 -0.03953  -0.51
C: 2.90208 -0.75912 -1.51493  -0.02
C: -5.82278 -1.80082 5.16630  -0.29
C: 1.87516 -1.31502 -0.56802  -0.49
C: 6.35830 3.23950 -1.41156  -0.03
C: 10.08756 2.25665 -3.18811  -0.50
B: -4.00093 -1.94817 -1.73488  -0.72
H: -5.69211 -0.58552 0.92141  0.10
H: -4.15431 -0.51719 1.75518  0.06
H: -5.04580 -0.41767 6.48560  0.06
H: -3.16852 0.38259 -0.06677  0.06
H: -4.82743 -2.77989 2.87797  0.11
H: 10.68668 0.71419 -1.83497  0.08
H: -2.88966 -3.66766 -2.15019  0.07
H: -1.65758 -2.23364 -0.09960  0.06
H: -1.76595 -0.08726 -1.03424  0.07
H: -4.68703 -0.84061 -3.18267  0.11
H: 1.56651 -2.34065 1.28443  0.08
H: -6.86239 -1.70228 5.48686  0.11
H: -6.42932 -0.32670 3.68863  0.12
H: 10.72620 0.24245 -3.55096  0.09
H: 11.98348 1.29624 -2.90620  0.09
H: -2.70186 4.84292 2.95197  0.13
H: -3.60459 -3.55378 0.60313  0.05
H: -5.64588 -2.86704 4.99010  0.10
H: 3.51430 -0.01072 -1.01220  0.06
H: 6.61328 3.97973 -0.65106  0.09
H: 3.04072 -2.82662 0.41027  0.08
H: 10.07708 2.10337 -5.32698  0.09
H: -4.00967 -1.64937 6.13090  0.06
H: 3.14354 4.34536 -2.17128  0.08
H: -5.70522 -4.04128 -0.91849  0.09
H: 4.39776 5.27548 -1.31631  0.08
H: -4.68905 -0.43718 3.92774  0.10
H: 4.64317 4.82643 -3.00267  0.08
H: 6.86566 3.52527 -2.33257  0.07
H: -6.48236 -2.37025 2.39174  0.09
H: -5.96631 -4.07897 0.81060  0.06
H: 11.33432 3.15703 -4.68223  0.09
H: 2.40880 -0.29563 -2.36535  0.09
H: 2.99693 -1.28077 1.25711  0.09
H: 3.55751 -1.56103 -1.86154  0.09
H: -2.10188 -1.66471 1.49668  0.07
H: 9.64302 3.70941 -4.69361  0.08
H: -2.56569 -2.40761 -3.17088  0.09
H: 6.71550 2.26237 -1.09903  0.08

---

Entry 3:
Molecular formula: C19H39Br4NO10
Method: DFT, wB97M-V/def2-TZVPD

## Properties
Total charge   0
Spin multiplicity   1
Energy   -11850.5093 hartree
SMILES string   CCOC(=O)OC.CCOC(=O)OC.CCOC(=O)OC.CN(C)C=O.BrCCBr.BrCCBr

Last column: Löwdin charge in e.
Cartesian coordinates (Å):
Br: 3.89168 -21.55433 1.83820  0.62
Br: 0.75680 -15.06084 4.43449  0.62
Br: -2.10750 -15.62479 0.76299  0.56
Br: 2.82467 -18.63088 -1.73511  0.56
O: -5.82712 -9.91121 2.11528  0.03
O: -4.75535 -19.73463 5.54700  0.01
O: -1.23424 -21.74375 9.01308  0.05
O: -10.89086 -15.15346 -0.11284  0.08
O: -5.07327 -11.15168 3.82890  0.08
O: -9.96373 -13.64949 -1.65964  0.02
O: -0.78755 -23.84662 8.32487  0.11
O: -2.40820 -23.25157 9.86152  0.01
O: -12.04222 -13.73043 -1.50538  -0.01
O: -7.24104 -11.28713 2.96438  -0.01
N: -6.40745 -19.08405 6.95513  -0.19
C: -4.69567 -9.01756 2.13393  -0.18
C: -5.90246 -19.81811 5.95626  -0.35
C: -2.77401 -24.59589 10.11773  -0.05
C: -5.96141 -10.82611 3.02477  -0.58
C: -0.21982 -21.17819 8.22143  -0.21
C: -5.62702 -18.14531 7.68919  -0.07
C: -7.84723 -12.60714 -1.99200  -0.04
C: -7.77605 -19.23532 7.45484  -0.06
C: -1.44855 -23.03372 8.97170  -0.59
C: 2.79851 -19.66269 -0.01395  -0.68
C: -7.72109 -12.07081 4.12604  -0.01
C: 1.10906 -20.90526 8.97855  -0.06
C: 3.80724 -20.79245 0.03221  -0.72
C: -0.72152 -14.93999 2.03397  -0.68
C: -5.07194 -7.82488 1.26361  -0.06
C: -13.32891 -14.05540 -0.94734  -0.02
C: -0.64299 -15.77829 3.29167  -0.71
C: -8.59908 -13.93234 -1.50721  -0.20
C: -10.94860 -14.26253 -0.99137  -0.55
H: -0.40529 -16.81589 3.05715  0.05
H: -6.80314 -12.63660 -1.68038  0.06
H: -3.90519 -9.54576 1.60076  0.12
H: 0.95430 -20.08603 9.68069  0.07
H: -1.60701 -15.83934 3.79668  0.06
H: 3.65699 -21.52823 -0.75782  0.06
H: -7.73311 -12.66856 -3.07426  0.06
H: -6.04853 -7.40322 1.50145  0.08
H: 2.98722 -19.04575 0.86461  0.05
H: -8.51250 -11.48461 4.59310  0.09
H: 1.91130 -20.51838 8.35020  0.08
H: -4.41557 -8.84137 3.17248  0.13
H: -8.35654 -11.71014 -1.63971  0.07
H: -14.09063 -13.51790 -1.51211  0.09
H: -4.38642 -6.97985 1.32752  0.08
H: -8.34276 -14.24537 -0.49508  0.12
H: -8.15706 -20.24835 7.32560  0.09
H: -8.26146 -14.79798 -2.07710  0.12
H: -4.79332 -18.67708 8.14774  0.09
H: -13.44471 -13.67846 0.06883  0.09
H: -8.41217 -18.46073 7.02655  0.09
H: -3.02804 -25.18849 9.23887  0.09
H: -1.07779 -13.93165 2.24475  0.04
H: -0.47979 -20.16636 7.91043  0.12
H: -6.09721 -17.49831 8.42975  0.09
H: -1.93014 -25.11404 10.57322  0.10
H: -6.96552 -12.54322 4.75377  0.09
H: -0.06546 -21.72203 7.28950  0.12
H: 1.83745 -20.16023 0.11619  0.05
H: 1.40747 -21.78665 9.54618  0.08
H: 4.78523 -20.46032 -0.31611  0.05
H: 0.21824 -14.78022 1.50538  0.05
H: -5.17363 -8.14319 0.22609  0.08
H: -5.05329 -17.49196 7.03187  0.09
H: -8.40702 -12.83873 3.76843  0.08
H: -6.70008 -20.41833 5.49180  0.14
H: -3.68215 -24.66602 10.71646  0.09
H: -7.90517 -19.04379 8.52009  0.08
H: -13.39718 -15.14247 -0.98863  0.10